# C35H33N5O2RuS2Sb

C35H33N5O2RuS2Sb as an isolated structure (the ωB97M-V functional and the def2-TZVPD basis, OMol25).

For the highest occupied orbital energy (alpha / beta), the calculation gives -0.4746 / -0.4739 Eh. The calculation puts the LUMO energy (alpha / beta) at -6.60 / -7.20 eV. The value obtained for the total energy is -2908.84883 Ha. For the energy above the lowest of the compared OMol25 structures with the same formula, charge and spin, the calculation gives 0.000 eV. Its multiplicity is 2. Its charge is +2.

XYZ file:
```
79
Properties=species:S:1:pos:R:3:forces:R:3:mulliken_spin:R:1
Ru -1.382 1.016 0.736 -0.4 -0.5 0.2 0.822
O 0.394 0.707 -4.306 0.0 -0.7 -0.4 0.000
C -0.339 -0.426 -4.177 0.1 0.4 0.1 -0.006
C -0.348 -1.290 -5.263 -0.1 -0.3 -0.2 0.002
C -1.090 -2.457 -5.221 0.3 0.2 -0.2 -0.003
C -1.824 -2.796 -4.090 -0.1 -0.3 -0.1 0.001
C -1.797 -1.971 -3.003 0.2 0.5 0.4 -0.001
C -1.060 -0.768 -3.018 -0.1 -0.3 0.1 -0.009
C -1.071 0.069 -1.825 0.0 0.2 0.1 -0.008
O -1.502 -0.433 -0.703 0.2 0.4 -0.1 -0.008
N -0.628 1.331 -1.941 -0.3 -0.3 0.2 -0.020
N -0.766 2.007 -0.772 0.0 0.2 -0.1 -0.119
C -0.495 3.268 -0.626 0.0 -0.2 0.2 0.135
C -0.692 3.790 0.718 0.0 -0.2 0.0 0.022
C -0.528 5.127 1.046 0.0 -0.1 0.0 0.039
C -0.758 5.525 2.353 0.0 0.0 0.0 -0.012
C -1.133 4.576 3.290 0.0 0.1 0.0 0.030
C -1.281 3.256 2.897 0.1 -0.1 0.0 -0.015
N -1.069 2.863 1.644 -0.1 0.2 -0.2 0.030
H 0.225 1.274 -3.547 -0.2 0.4 0.5 -0.002
H 0.219 -1.005 -6.138 0.0 0.0 0.0 0.000
H -1.106 -3.112 -6.082 0.0 0.0 0.0 0.000
H -2.411 -3.704 -4.076 0.0 0.0 0.0 0.000
H -2.354 -2.220 -2.109 0.0 0.0 0.0 0.000
H -0.144 3.865 -1.458 0.0 0.0 0.0 -0.014
H -0.235 5.835 0.284 0.0 0.0 0.0 0.001
H -0.647 6.563 2.635 0.0 0.0 0.0 0.000
H -1.318 4.848 4.319 0.0 0.0 0.0 0.001
H -1.573 2.485 3.597 0.0 0.0 0.0 0.000
S -3.699 1.421 1.046 0.3 0.4 0.0 0.109
C -4.393 -0.034 1.690 0.0 -0.3 -0.2 -0.012
N -3.680 -1.093 2.052 0.0 0.1 -0.1 -0.002
C -4.274 -2.316 2.605 0.0 0.0 0.0 0.000
C -5.546 -1.951 3.349 0.0 0.0 0.0 0.000
C -6.457 -1.164 2.424 0.0 0.0 0.0 0.000
N -5.706 -0.043 1.850 0.0 0.1 0.0 0.009
H -2.682 -1.061 1.907 0.0 -0.1 0.0 0.000
H -3.541 -2.772 3.267 0.0 0.0 0.0 0.000
H -4.483 -3.017 1.794 0.0 0.0 0.0 0.000
H -5.302 -1.355 4.229 0.0 0.0 0.0 0.000
H -6.052 -2.854 3.685 0.0 0.0 0.0 0.000
H -7.310 -0.753 2.960 0.0 0.0 0.0 0.000
H -6.834 -1.793 1.616 0.0 0.0 0.0 0.000
H -6.203 0.780 1.545 0.0 0.0 0.0 0.001
S 0.396 0.128 1.945 0.2 0.3 0.0 0.002
Sb 2.122 -0.350 0.426 0.0 -0.1 -0.1 0.018
C 2.517 1.493 -0.491 0.0 0.1 0.0 0.005
C 2.641 2.602 0.346 0.0 -0.1 0.0 0.001
C 2.942 3.842 -0.197 0.0 0.0 0.0 -0.002
C 3.106 3.977 -1.569 0.0 0.0 0.0 0.000
C 2.967 2.875 -2.403 0.0 0.0 0.0 0.001
C 2.677 1.628 -1.867 0.0 -0.1 0.0 -0.009
C 1.663 -1.916 -0.870 -0.1 0.0 0.0 0.001
C 2.280 -2.049 -2.110 0.1 0.1 0.0 0.000
C 2.027 -3.174 -2.879 0.0 0.0 0.0 0.000
C 1.171 -4.158 -2.406 0.0 0.0 0.0 0.000
C 0.562 -4.024 -1.167 0.0 0.0 0.0 0.001
C 0.804 -2.902 -0.394 0.0 0.1 0.1 -0.002
C 3.708 -0.995 1.614 0.0 0.0 0.1 0.013
C 4.277 -2.236 1.354 0.0 0.0 -0.1 -0.001
C 5.298 -2.698 2.172 0.0 0.0 0.0 0.000
C 5.737 -1.924 3.237 0.0 0.0 0.0 0.001
C 5.164 -0.685 3.491 0.0 0.0 0.0 0.000
C 4.144 -0.214 2.682 0.0 0.0 0.0 -0.002
H 2.497 2.505 1.417 0.0 0.0 0.0 0.002
H 3.055 4.700 0.452 0.0 0.0 0.0 0.000
H 3.353 4.942 -1.991 0.0 0.0 0.0 0.000
H 3.092 2.982 -3.472 0.0 0.0 0.0 0.000
H 2.564 0.784 -2.533 0.0 0.0 0.0 0.000
H 2.971 -1.304 -2.482 0.0 0.0 0.0 -0.001
H 2.510 -3.288 -3.839 0.0 0.0 0.0 0.000
H 0.982 -5.039 -3.005 0.0 0.0 0.0 0.000
H -0.102 -4.796 -0.802 0.0 0.0 0.0 0.000
H 0.325 -2.795 0.573 0.0 0.0 0.0 0.000
H 3.937 -2.843 0.523 0.0 0.0 0.0 0.000
H 5.749 -3.661 1.976 0.0 0.0 0.0 0.000
H 6.530 -2.290 3.875 0.0 0.0 0.0 0.000
H 5.513 -0.086 4.322 0.0 0.0 0.0 0.000
H 3.696 0.750 2.892 0.0 0.0 0.0 -0.002
```
Positions in Å, forces in eV/Å.



# C35H34AgSb2Te

C35H34AgSb2Te as an isolated structure (the ωB97M-V functional and the def2-TZVPD basis, OMol25).

For the highest occupied orbital energy, the calculation gives -0.3893 Eh. The calculation puts the LUMO energy at -3.28 eV. The value obtained for the total energy is -2249.29897 Ha. For the energy above the lowest of the compared OMol25 structures with the same formula, charge and spin, the calculation gives 1.464 eV. Its charge is +1.

XYZ file:
```
73
Properties=species:S:1:pos:R:3:forces:R:3:lowdin_charge:R:1
Ag 1.114 -0.534 2.227 0.1 0.1 -0.2 0.419
C -2.906 -0.427 1.221 0.2 -0.1 0.1 -0.360
C -2.259 0.592 0.290 0.1 0.0 0.0 -0.417
C -2.173 1.974 0.902 0.5 0.3 -0.2 -0.408
Sb -1.001 3.521 -0.181 -0.4 -0.4 -0.3 1.458
C -2.498 3.934 -1.684 0.5 -0.1 0.5 -0.404
C -3.734 4.419 -1.286 0.0 0.0 0.1 -0.151
C -4.690 4.756 -2.229 -0.1 0.0 0.0 -0.085
C -4.407 4.618 -3.577 -0.1 0.0 -0.1 -0.083
C -3.167 4.153 -3.978 0.0 0.0 -0.1 -0.080
C -2.210 3.821 -3.036 0.1 0.0 0.0 -0.132
C 0.194 2.361 -1.587 -0.3 0.4 0.5 -0.497
C 1.451 2.865 -1.904 -0.1 0.2 -0.1 -0.226
C 2.239 2.253 -2.869 0.0 0.1 -0.2 -0.121
C 1.788 1.109 -3.510 0.1 0.1 0.0 -0.100
C 0.532 0.610 -3.210 -0.1 -0.1 0.0 -0.092
C -0.265 1.246 -2.272 -0.1 -0.1 -0.1 -0.185
Sb -1.631 -0.930 2.904 -0.5 -0.5 -0.2 1.444
C -0.476 -2.507 1.931 -0.1 0.4 0.0 -0.484
C 0.048 -3.516 2.734 0.0 -0.1 0.2 -0.145
C 0.883 -4.487 2.204 0.0 0.0 0.1 -0.066
C 1.249 -4.436 0.870 0.0 0.1 -0.1 -0.068
C 0.747 -3.431 0.059 0.0 0.0 0.0 -0.092
C -0.107 -2.471 0.583 -0.2 -0.1 -0.2 -0.194
C -2.940 -2.325 3.889 0.4 0.4 -0.2 -0.404
C -3.297 -2.150 5.216 0.1 0.2 0.1 -0.140
C -4.151 -3.054 5.826 -0.1 0.0 0.1 -0.077
C -4.650 -4.129 5.109 0.0 0.0 0.1 -0.071
C -4.286 -4.307 3.785 -0.1 -0.1 -0.1 -0.072
C -3.430 -3.408 3.173 0.1 0.0 -0.2 -0.133
H -3.131 -1.355 0.692 0.0 -0.1 0.1 0.062
H -3.840 -0.032 1.619 0.0 -0.1 0.1 0.067
H -2.853 0.642 -0.627 0.1 -0.1 -0.1 0.111
H -1.245 0.260 0.028 -0.2 0.0 -0.1 0.045
H -1.717 1.905 1.894 0.0 0.2 0.0 0.002
H -3.171 2.392 1.029 0.0 0.1 0.0 0.050
H -3.953 4.542 -0.232 -0.1 0.0 0.1 0.090
H -5.653 5.131 -1.914 -0.1 0.0 0.0 0.106
H -5.149 4.881 -4.316 -0.1 0.0 -0.1 0.105
H -2.939 4.048 -5.029 0.0 0.0 -0.1 0.106
H -1.237 3.475 -3.359 0.0 0.0 -0.1 0.087
H 1.800 3.776 -1.430 0.1 0.0 0.1 0.091
H 3.188 2.690 -3.143 0.1 0.0 0.0 0.111
H 2.389 0.632 -4.269 0.1 0.0 -0.1 0.110
H 0.149 -0.255 -3.730 0.0 -0.1 -0.1 0.109
H -1.276 0.904 -2.130 -0.1 -0.1 0.1 0.090
H -0.234 -3.566 3.778 0.0 0.0 0.1 0.103
H 1.246 -5.283 2.836 0.1 -0.1 0.1 0.112
H 1.922 -5.173 0.463 0.0 -0.1 -0.1 0.111
H 1.002 -3.393 -0.989 0.1 0.0 -0.1 0.108
H -0.530 -1.729 -0.084 0.0 0.1 0.0 0.081
H -2.906 -1.309 5.774 0.0 0.0 0.1 0.092
H -4.428 -2.915 6.860 0.0 0.0 0.1 0.109
H -5.325 -4.825 5.583 0.0 -0.1 0.0 0.109
H -4.671 -5.148 3.227 0.0 -0.1 -0.1 0.109
H -3.132 -3.557 2.142 0.0 -0.1 0.0 0.099
C 3.740 -1.258 -0.600 -0.2 -0.1 0.1 -0.362
Te 2.362 0.314 -0.038 0.5 -0.5 0.6 1.428
C 4.225 1.197 0.599 0.0 0.1 0.2 -0.364
C 5.183 0.747 -0.462 0.0 -0.1 -0.1 -0.314
C 6.276 1.503 -0.850 0.0 0.0 0.0 -0.029
C 7.103 1.052 -1.866 0.0 0.1 0.0 -0.066
C 6.827 -0.143 -2.502 0.0 -0.1 0.0 -0.067
C 5.745 -0.913 -2.105 0.0 0.1 0.0 -0.029
C 4.925 -0.476 -1.079 0.1 0.2 0.0 -0.315
H 3.329 -1.882 -1.386 -0.2 0.0 0.0 0.059
H 3.976 -1.878 0.265 -0.1 0.0 0.0 0.069
H 4.506 0.800 1.577 -0.2 0.0 0.0 0.067
H 4.153 2.280 0.663 -0.1 0.0 0.0 0.066
H 6.467 2.452 -0.375 0.0 0.1 0.1 0.118
H 7.942 1.653 -2.176 0.1 0.1 -0.1 0.109
H 7.443 -0.472 -3.322 0.1 -0.1 -0.1 0.108
H 5.528 -1.836 -2.617 0.0 -0.2 0.0 0.116
```
Positions in Å, forces in eV/Å.



# C35H34BrClN4O2PPbS

C35H34BrClN4O2PPbS as an isolated structure (the ωB97M-V functional and the def2-TZVPD basis, OMol25).

For the highest occupied orbital energy, the calculation gives -0.3613 Eh. The calculation puts the LUMO energy at -5.29 eV. The value obtained for the total energy is -5689.97176 Ha. Its charge is +1.

XYZ file:
```
80
Properties=species:S:1:pos:R:3:forces:R:3:nbo_charge:R:1
Pb 0.501 -0.958 0.405 0.7 -0.2 0.4 1.357
N 9.615 3.576 -2.661 0.0 0.0 0.0 -0.277
C 8.578 3.171 -2.380 0.1 0.1 0.0 0.265
C 7.283 2.666 -2.029 -0.2 -0.1 0.0 -0.170
C 7.132 1.881 -0.888 0.0 0.0 0.0 -0.171
C 5.879 1.402 -0.549 0.0 0.0 0.0 -0.146
C 4.778 1.687 -1.348 0.0 0.0 0.0 -0.070
C 4.936 2.468 -2.488 0.0 0.0 0.0 -0.209
C 6.182 2.963 -2.830 0.0 0.0 0.0 -0.144
C 3.431 1.168 -0.968 0.1 0.0 -0.1 0.224
C 2.933 0.125 -1.769 0.0 0.0 0.0 -0.044
C 3.572 -0.385 -2.925 0.0 0.0 0.0 -0.192
C 2.709 -1.296 -3.500 0.0 0.0 0.0 -0.335
C 1.580 -1.324 -2.672 0.1 0.0 0.1 0.011
N 1.692 -0.491 -1.631 -0.2 -0.1 -0.1 -0.638
C 2.834 1.799 0.115 -0.1 0.1 0.1 -0.041
C 3.369 2.927 0.816 0.0 0.0 0.0 -0.185
C 2.480 3.239 1.808 0.0 0.0 0.0 -0.322
C 1.433 2.290 1.687 0.1 0.0 0.1 0.023
N 1.610 1.451 0.684 -0.2 -0.1 -0.1 -0.553
H 7.993 1.654 -0.274 0.0 0.0 0.0 0.236
H 5.753 0.799 0.341 0.0 0.0 0.0 0.221
H 4.077 2.692 -3.108 0.0 0.0 0.0 0.229
H 6.308 3.576 -3.711 0.0 0.0 0.0 0.235
H 4.544 -0.093 -3.288 0.0 0.0 0.0 0.234
H 2.858 -1.865 -4.402 0.0 0.0 0.0 0.234
H 0.709 -1.942 -2.798 -0.1 0.0 0.0 0.198
H 4.297 3.426 0.594 0.0 0.0 0.0 0.232
H 2.559 4.027 2.538 0.0 0.0 0.0 0.229
H 0.591 2.200 2.360 0.0 0.0 0.1 0.180
C -0.625 -2.938 4.526 -0.1 0.1 -0.1 -1.010
P -1.848 -1.867 3.739 0.1 -0.2 0.1 1.951
C -2.874 -2.953 2.719 0.1 0.1 0.0 -1.015
C -2.911 -1.270 5.066 0.0 -0.1 0.0 -1.010
O -1.208 -0.760 2.959 -0.1 0.3 -0.1 -1.155
H -1.101 -3.774 5.037 0.0 0.0 0.0 0.248
H -0.038 -2.366 5.244 0.0 0.0 0.0 0.258
H 0.051 -3.322 3.761 0.0 0.0 0.0 0.255
H -3.017 -3.923 3.194 0.0 0.0 0.0 0.251
H -2.383 -3.086 1.754 0.0 0.0 0.0 0.259
H -3.850 -2.505 2.533 0.0 0.1 0.0 0.257
H -3.355 -2.103 5.612 0.0 0.0 0.0 0.254
H -3.714 -0.659 4.652 0.0 0.0 0.0 0.248
H -2.325 -0.668 5.759 0.0 0.0 0.0 0.254
S 2.636 -5.645 -0.849 -0.1 0.0 0.0 0.491
C 1.210 -5.953 0.042 0.0 0.0 0.0 -0.442
C 0.603 -4.781 0.354 0.0 -0.1 0.0 -0.058
N 1.243 -3.658 -0.095 -0.2 0.2 -0.2 -0.488
C 2.324 -3.973 -0.748 0.1 0.0 0.0 -0.149
H 0.893 -6.953 0.284 0.0 0.0 0.0 0.257
H -0.322 -4.684 0.903 0.0 0.0 0.0 0.211
H 2.976 -3.241 -1.201 0.0 0.0 0.0 0.241
O -0.445 1.916 -1.603 0.0 0.1 -0.2 -0.960
H -0.818 1.471 -2.373 -0.1 -0.1 0.1 0.489
H 0.500 1.719 -1.654 0.0 0.0 0.1 0.500
Br -6.004 -1.843 -2.120 0.0 0.0 0.0 0.071
C -4.238 -1.556 -1.503 0.1 0.0 0.0 -0.088
C -4.021 -0.838 -0.339 -0.2 0.0 0.0 -0.249
C -2.723 -0.645 0.108 0.1 0.0 0.0 -0.254
C -1.601 -1.106 -0.589 -0.2 0.0 0.0 -0.564
C -1.875 -1.848 -1.740 0.1 0.0 -0.1 -0.157
C -3.165 -2.079 -2.204 -0.1 0.0 0.0 -0.259
H -4.863 -0.451 0.221 0.0 0.0 0.0 0.221
H -2.602 -0.157 1.070 0.0 0.0 0.0 0.202
H -1.076 -2.288 -2.318 0.0 0.0 0.0 0.187
H -3.331 -2.660 -3.100 0.0 0.0 0.0 0.231
Cl -4.717 6.608 2.286 0.0 -0.1 0.0 0.125
C -3.779 5.213 1.999 0.0 0.1 0.0 0.088
C -3.552 4.328 3.066 0.0 0.0 0.0 -0.270
C -2.797 3.213 2.840 0.0 0.0 0.0 -0.059
C -2.259 2.961 1.545 0.0 0.1 0.0 -0.150
C -1.471 1.862 1.306 -0.1 0.1 -0.1 -0.048
C -2.510 3.882 0.489 0.0 0.0 0.0 -0.053
C -3.266 5.001 0.714 0.0 0.0 0.0 -0.259
H -3.975 4.552 4.034 0.0 0.0 0.0 0.254
H -2.591 2.503 3.631 0.0 0.0 0.0 0.236
H -1.083 1.701 0.302 0.1 0.0 0.0 0.281
H -1.245 1.143 2.089 -0.1 -0.1 0.1 0.250
H -2.079 3.677 -0.484 0.0 0.0 0.0 0.261
H -3.472 5.720 -0.065 0.0 0.0 0.0 0.256
```
Positions in Å, forces in eV/Å.